{
  "formula": "C21H36F15KO15PS5",
  "method": "ωB97M-V with the def2-TZVPD basis set",
  "spin_multiplicity": 1,
  "total_charge": -3,
  "e_lumo_ev": 3.24,
  "elements": ["K", "C", "C", "C", "C", "P", "C", "C", "C", "C", "C", "C", "C", "C", "C", "C", "C", "C", "H", "H", "H", "H", "H", "H", "H", "H", "H", "H", "H", "H", "H", "H", "H", "H", "H", "H", "H", "H", "H", "H", "H", "H", "H", "H", "H", "H", "H", "H", "H", "H", "H", "H", "H", "H", "C", "F", "F", "F", "S", "O", "O", "O", "C", "F", "F", "F", "S", "O", "O", "O", "C", "F", "F", "F", "S", "O", "O", "O", "C", "F", "F", "F", "S", "O", "O", "O", "C", "F", "F", "F", "S", "O", "O", "O"],
  "positions_angstrom": [[-0.7515, -6.8527, 16.1544], [0.6493, 1.1457, 16.6370], [0.6309, 0.4544, 15.2756], [1.5933, -0.7581, 15.2029], [3.0517, -0.2251, 14.9942], [4.3627, -0.9458, 16.0619], [5.9936, -0.1408, 15.8384], [7.2572, -1.0426, 15.9343], [8.4906, -0.1407, 16.1590], [9.8010, -0.9530, 16.4123], [3.9993, -0.9657, 17.8741], [5.0995, -1.5064, 18.8111], [5.9398, -0.3445, 19.4478], [7.1172, -0.8709, 20.2652], [4.6061, -2.7113, 15.5500], [3.3623, -3.6655, 15.5799], [2.8020, -4.0822, 14.2386], [1.4554, -4.7174, 14.4572], [0.1850, 0.5552, 17.4251], [0.0545, 2.0613, 16.5852], [1.6604, 1.4783, 16.8881], [0.8371, 1.1547, 14.4625], [-0.4037, 0.1598, 15.0923], [1.2847, -1.3818, 14.3634], [1.4818, -1.4172, 16.0624], [3.0996, 0.8646, 15.0094], [3.5122, -0.5251, 14.0469], [6.0649, 0.6622, 16.5770], [5.8147, 0.4274, 14.9198], [7.2622, -1.5776, 14.9828], [7.0649, -1.7945, 16.6981], [8.2633, 0.4089, 17.0738], [8.5496, 0.5307, 15.3030], [9.9612, -1.7610, 15.7028], [9.6835, -1.3983, 17.4012], [10.5891, -0.2044, 16.4771], [3.1574, -1.6550, 17.9770], [3.6591, 0.0604, 18.0266], [5.6991, -2.3008, 18.3706], [4.6503, -1.9005, 19.7234], [5.2610, 0.2953, 20.0146], [6.3105, 0.3542, 18.6911], [7.7538, -1.4970, 19.6360], [6.8109, -1.4044, 21.1647], [7.8271, -0.1131, 20.6058], [5.4411, -3.1648, 16.0839], [4.9892, -2.6065, 14.5289], [2.5649, -3.1659, 16.1356], [3.5792, -4.5458, 16.1873], [3.5197, -4.5826, 13.5864], [2.5298, -3.1469, 13.7293], [0.8938, -3.9700, 15.0199], [1.5155, -5.6363, 15.0339], [0.8473, -5.0552, 13.6175], [3.3723, -9.7412, 17.5669], [3.1533, -9.1546, 18.7660], [4.1463, -8.8961, 16.8714], [3.9938, -10.8900, 17.7840], [1.7191, -10.0545, 16.6206], [1.2430, -8.7048, 16.3330], [2.1656, -10.7880, 15.4246], [0.8549, -10.8495, 17.4730], [-0.5961, -1.6916, 17.2605], [0.6648, -1.4831, 17.7573], [-1.3085, -0.5600, 17.4051], [-0.4464, -1.8759, 15.9453], [-1.5010, -3.2035, 17.9789], [-2.8523, -3.0437, 17.4255], [-0.7426, -4.3329, 17.4273], [-1.3394, -3.0340, 19.4125], [-2.9598, -8.1629, 20.9872], [-3.9541, -8.4119, 20.1401], [-2.9940, -6.9360, 21.4452], [-3.1179, -9.0419, 22.0202], [-1.3235, -8.5235, 20.0662], [-0.2783, -8.2795, 21.0809], [-1.4013, -9.9414, 19.7312], [-1.2601, -7.5963, 18.9470], [-4.1584, -10.4430, 14.9324], [-3.9585, -11.6276, 14.3466], [-4.5469, -9.5378, 14.0296], [-5.1626, -10.5931, 15.8051], [-2.6195, -9.9124, 15.9056], [-1.5620, -9.7318, 14.9123], [-2.9819, -8.6928, 16.6113], [-2.2883, -11.0327, 16.7808], [-1.8117, -3.8435, 12.1517], [-2.6434, -3.1122, 11.4005], [-0.9258, -4.4196, 11.3226], [-1.2148, -3.0459, 13.0258], [-2.8133, -5.2126, 13.0795], [-3.2199, -6.1356, 12.0146], [-1.8391, -5.6984, 14.0638], [-3.9456, -4.5186, 13.7087]],
  "forces_ev_per_angstrom": [[-0.5033, -0.7316, 0.5538], [0.0412, 0.9149, -0.3070], [-0.2883, -0.2786, 0.3999], [0.3008, 0.7105, -0.6802], [0.6450, -0.6257, 0.3700], [0.1840, -1.9877, 1.2735], [-0.7864, 0.5850, 0.1703], [-1.0669, 0.7998, -0.9017], [-0.2768, -1.7442, 0.1588], [-1.3388, 0.9980, 0.4186], [-0.2136, -0.6473, -1.0685], [0.2585, 1.8993, 1.0433], [0.2973, -0.1452, -0.8388], [0.3669, 0.2527, -0.0129], [-0.2823, 0.1401, -0.6011], [0.3915, 0.4398, 0.7574], [-0.3868, 1.2525, -0.7573], [-0.5541, -0.8912, 0.3949], [0.8123, 0.4643, -0.2909], [-0.0159, 0.0842, -0.0766], [0.1409, -0.1332, 0.2826], [0.3709, 0.1001, 0.0302], [0.2437, -0.2957, -0.0787], [0.3155, 0.0515, -0.1586], [0.6315, 0.6608, -0.3823], [0.0512, 0.0412, 0.2681], [-0.4177, 0.0238, -0.3676], [-0.1727, -0.1134, 0.2151], [0.7862, -0.2690, -0.4146], [0.5756, -0.1667, 0.0396], [0.4686, 0.1389, 0.2579], [0.2099, 0.4017, -0.1296], [0.2225, 0.1514, 0.1029], [0.2289, 0.2642, -0.2193], [0.2030, -0.1445, -0.0022], [0.4497, -0.4546, -0.2250], [-0.3684, 0.3537, -0.1542], [-0.0189, -0.0736, 0.7351], [0.0837, 0.0998, -0.0783], [-0.4599, -0.5763, -0.4271], [-0.0525, -0.2785, 0.3378], [0.1932, -0.2107, -0.2256], [-0.2488, -0.4058, 0.0616], [-0.0830, -0.2640, -0.1846], [-0.3693, 0.4095, 0.0105], [-0.0252, 0.3029, 0.3305], [-0.1174, -0.1254, -0.1974], [-0.0998, -0.1253, -0.0287], [0.2389, 0.0065, -0.0335], [-0.0053, -0.3514, 0.2411], [0.4419, 0.1197, -0.3355], [-0.4694, -0.3847, 0.0487], [0.2641, 0.0000, 0.4981], [0.3349, 0.5691, -0.4457], [-2.8133, 0.4269, -0.1382], [0.2745, -0.2126, -0.2184], [0.7400, -0.1140, -0.1372], [0.8881, -0.3146, 0.0578], [-1.3244, -1.1885, -1.0124], [0.7851, 0.0481, 0.3400], [0.5716, 0.7694, 0.8902], [1.4458, 0.8108, 0.0129], [-1.2035, -1.5825, 0.1942], [-0.4562, -0.1613, 0.6649], [-0.1742, -0.2411, 0.3988], [-0.5997, -0.4702, -0.1739], [-0.9074, -1.5414, -0.1629], [1.8906, 0.3516, 0.7516], [-0.2242, 1.5173, 0.1409], [-0.0570, 0.5544, -0.6484], [1.9944, -2.0540, -1.4621], [-0.7008, 0.5515, 0.1312], [-0.6421, 0.8703, 0.5315], [-0.0558, 0.5959, 0.0965], [2.1508, -1.4718, 0.1671], [-1.1276, 0.4463, -0.1073], [-0.8140, 1.2769, 0.3714], [-0.6524, -0.0025, 0.6040], [1.2680, 0.7595, 1.3821], [-0.1961, -0.1193, -0.5362], [-0.0275, -0.2749, -0.3144], [-0.6445, -0.1955, 0.0468], [2.7889, -0.6365, 1.2848], [-1.1115, 0.3837, -0.5378], [-0.7191, -0.2201, -0.8088], [-1.6009, 0.2864, -0.8456], [-1.9434, -2.1898, 0.8172], [0.1044, 0.5111, -0.3017], [0.5119, 0.5077, 0.1055], [0.7141, 0.5119, -0.1319], [-1.3452, -0.3844, 0.8895], [0.9498, 0.9988, 0.6457], [-0.1815, 0.4412, -1.3545], [1.3137, -0.0564, -1.0100]],
  "lowdin_charge": [0.788, -0.100, -0.235, -0.213, -0.228, 1.043, -0.281, -0.238, -0.246, -0.090, -0.239, -0.204, -0.262, -0.110, -0.238, -0.215, -0.258, -0.083, 0.053, 0.076, 0.058, 0.104, 0.110, 0.111, 0.063, 0.088, 0.089, 0.076, 0.089, 0.111, 0.088, 0.093, 0.107, 0.072, 0.063, 0.065, 0.090, 0.094, 0.098, 0.121, 0.109, 0.074, 0.063, 0.077, 0.065, 0.081, 0.090, 0.088, 0.132, 0.114, 0.092, 0.071, 0.074, 0.083, -0.657, 0.095, 0.082, 0.107, 0.483, -0.415, -0.372, -0.295, -0.596, 0.041, 0.087, 0.067, 0.504, -0.309, -0.370, -0.330, -0.671, 0.118, 0.133, 0.065, 0.479, -0.391, -0.323, -0.363, -0.666, 0.099, 0.114, 0.092, 0.459, -0.353, -0.358, -0.321, -0.665, 0.095, 0.095, 0.113, 0.511, -0.345, -0.422, -0.343]
}